[1]
The following is a DFT calculation (the ωB97M-V functional and the def2-TZVPD basis) of one molecule with the formula C3H10N2S at a distorted geometry.

Results
SMILES string: NC[C@H](N)CS
Molecular weight (u): 106.2
Energy above the lowest of the compared OMol25 structures with the same formula, charge and spin (kcal per mole): 9.80
LUMO (eV): 0.9
Highest occupied orbital energy (eV): -8.46
Frontier orbital gap (eV): 9.4

The geometry in ORCA input format:
```
! RIJCOSX wB97M-V def2-TZVPD def2/J DEFGRID3
* xyz 0 1
H 1.76753 -2.52226 -1.69919
C 1.57411 -0.84326 -0.60965
H 2.44382 -0.32014 -1.02197
H 0.71467 -1.50328 -2.33511
H -0.59011 -1.12496 0.94224
H 0.40760 0.90680 -1.21349
C -0.74677 -0.36361 0.18096
N 1.06922 1.26303 0.61572
C 0.56768 0.27932 -0.32393
N 1.00555 -1.89787 -1.44915
H 1.51377 0.92609 1.45943
H 1.83013 -1.22965 0.38447
H 1.65949 1.97883 0.23859
S -1.92680 0.77947 0.93276
H -2.27013 1.66405 -0.00303
H -1.21547 -0.83554 -0.68092
*
```

=====

[2]
The following is a DFT calculation (the ωB97M-V functional and the def2-TZVPD basis) of one molecule with the formula C8H11NO3 at a distorted geometry.

Results
Molecular weight (u): 169.2
Energy above the lowest of the compared OMol25 structures with the same formula, charge and spin (kcal per mole): 0.00
LUMO (spin up / spin down) (eV): 0.7 / -1.9
Highest occupied orbital energy (spin up / spin down) (eV): -4.95 / -10.26
Frontier orbital gap (spin up / spin down) (eV): 5.6 / 8.3

The geometry in ORCA input format:
```
! RIJCOSX wB97M-V def2-TZVPD def2/J DEFGRID3
* xyz 0 3
H 0.45380 -0.70298 -1.97481
H -0.23450 1.81664 -2.29876
H -1.70997 -1.88872 1.24295
O -1.12002 2.44333 0.46896
C -0.04440 0.53043 -0.57815
O 1.03100 0.59067 0.32727
C -0.75109 1.88697 -0.53103
C 2.64896 -0.24994 1.78512
H 2.80072 -0.94938 2.57621
C 1.33698 -0.36018 1.16924
H -2.87141 0.57279 -0.92233
C -2.47070 -0.37284 -0.88386
C -1.17678 -0.52994 -0.16373
N 0.48419 0.27674 -1.94963
H 0.67212 -2.15881 2.17537
C 0.43500 -1.31598 1.44799
H -3.19466 -0.92338 -0.38355
H 2.84546 0.68762 2.36521
C -0.87197 -1.36226 0.80141
O -0.87838 2.36769 -1.79830
H -2.35278 -0.66547 -1.86640
H 1.35014 0.64738 -2.12699
H 3.61831 -0.34038 1.11781
*
```